{
  "formula": "C42H39N2P2SeSiV",
  "method": "ωB97M-V/def2-TZVPD",
  "species": ["Se", "V", "P", "P", "Si", "N", "N", "C", "C", "C", "C", "C", "C", "C", "C", "C", "C", "C", "C", "C", "C", "C", "C", "C", "C", "C", "C", "C", "C", "C", "C", "C", "C", "C", "C", "C", "C", "C", "C", "C", "C", "C", "C", "C", "C", "C", "C", "C", "C", "H", "H", "H", "H", "H", "H", "H", "H", "H", "H", "H", "H", "H", "H", "H", "H", "H", "H", "H", "H", "H", "H", "H", "H", "H", "H", "H", "H", "H", "H", "H", "H", "H", "H", "H", "H", "H", "H", "H"],
  "xyz": [[0.91378, -2.55647, -1.57001], [0.45269, -0.41879, -0.17452], [2.10712, 0.51873, 1.50088], [-2.76918, 0.22514, 0.99870], [-0.15120, -1.81738, 1.80029], [2.04033, -2.14349, -4.17899], [-0.11511, -2.12658, -4.25451], [3.80830, -1.07691, 3.05182], [-0.93327, -1.05585, 4.41996], [-2.16591, 0.12886, 2.73551], [3.64471, 1.09640, 0.71888], [1.78510, 3.15333, 2.37207], [1.68638, -1.99582, -5.50277], [1.95886, -3.11724, 3.31129], [1.69973, 1.80314, 2.71572], [6.01548, 1.85189, -0.54778], [0.33870, -1.98670, -5.55008], [0.93541, -2.21606, -3.41584], [-1.16914, -0.81247, 3.06737], [2.55288, -0.96440, 2.45761], [1.58967, -1.98132, 2.58464], [-1.63326, -0.40598, 5.42783], [0.07145, 2.89028, -0.52554], [-2.87796, 0.76816, 3.74942], [-1.51854, -2.19133, -3.87469], [-3.83667, 2.85365, 1.51028], [-1.44753, 1.07578, 0.01580], [1.19620, 1.44993, 3.96274], [-0.91461, -3.54025, 1.78066], [5.75717, 2.26571, 0.75251], [0.75541, 2.42917, 4.84303], [-1.26579, 0.58760, -1.28956], [-0.77400, 2.26141, 0.36713], [3.20953, -3.23730, 3.89766], [1.35334, 4.12931, 3.25564], [4.13762, -2.21196, 3.77339], [3.40486, -2.21590, -3.67263], [-6.00400, 3.51309, 0.70763], [5.09276, 1.06060, -1.21490], [4.58080, 1.89032, 1.38237], [0.29415, 2.34497, -1.79478], [-4.82131, 3.81606, 1.37377], [3.91401, 0.68791, -0.58425], [-4.01362, 1.56999, 0.98584], [-0.38571, 1.20730, -2.19387], [0.82721, 3.76734, 4.49019], [-6.19692, 2.24523, 0.18783], [-5.20649, 1.28026, 0.32868], [-2.60750, 0.51518, 5.08797], [-5.36597, 0.28714, -0.07470], [-2.08794, -2.54268, -4.73064], [3.65932, -1.29362, -3.15334], [-6.77366, 4.26639, 0.60127], [-4.67205, 4.80334, 1.79142], [-1.63073, -2.88404, -3.04437], [-0.27773, -4.26305, 1.26541], [-3.67480, 1.45760, 3.50916], [1.43371, 5.17380, 2.98235], [0.48828, 4.52952, 5.17966], [0.97477, 2.83776, -2.47720], [-1.87235, -3.51260, 1.25629], [4.07207, -2.36298, -4.51703], [0.35788, 2.13468, 5.80553], [-1.87642, -1.20638, -3.58521], [4.54147, -0.28735, 2.94123], [-0.89206, 2.66385, 1.36521], [5.28705, 0.73431, -2.22892], [3.46415, -4.13086, 4.45362], [-3.17519, 1.02574, 5.85541], [3.48908, -3.05088, -2.98231], [1.25060, -3.93124, 3.41879], [-0.17220, -1.77789, 4.70193], [0.58067, 3.79998, -0.23970], [5.11475, -2.29904, 4.23009], [4.38875, 2.22295, 2.39487], [-7.11865, 2.00103, -0.32392], [2.20364, 3.44847, 1.41799], [-0.33754, -1.90622, -6.38209], [1.14148, 0.41020, 4.25279], [-1.86000, -0.26755, -1.58954], [2.42338, -1.92477, -6.28225], [-1.42437, -0.62880, 6.46678], [6.93375, 2.14740, -1.03790], [3.20807, 0.05952, -1.12076], [-0.26939, 0.80430, -3.19259], [-2.93013, 3.10069, 2.04795], [6.47398, 2.88164, 1.27945], [-1.10719, -3.90739, 2.79185]],
  "forces_ev_per_a": [[-0.202, -0.024, 0.080], [0.346, -0.201, -0.358], [-0.134, -0.153, -0.236], [0.097, -0.148, 0.016], [0.070, 0.168, -0.037], [-0.004, 0.060, 0.022], [0.115, 0.006, 0.037], [0.044, -0.038, 0.002], [0.023, -0.014, 0.081], [-0.073, 0.012, -0.022], [0.080, 0.028, 0.120], [-0.043, 0.035, 0.032], [0.014, -0.008, -0.015], [-0.019, -0.050, 0.006], [0.012, 0.049, 0.000], [0.007, 0.014, 0.015], [-0.010, 0.017, -0.054], [0.112, -0.006, 0.032], [-0.015, -0.017, 0.019], [-0.031, 0.052, 0.061], [-0.059, -0.023, 0.135], [0.011, -0.013, -0.025], [0.036, 0.025, -0.073], [-0.005, 0.038, 0.076], [0.031, -0.056, 0.024], [0.052, -0.019, -0.041], [-0.219, 0.279, 0.056], [0.012, 0.023, 0.029], [-0.007, -0.007, -0.035], [0.005, -0.004, -0.020], [-0.001, -0.036, -0.003], [-0.241, 0.181, -0.120], [0.105, -0.230, 0.132], [0.023, 0.010, -0.001], [0.007, 0.006, -0.017], [-0.009, 0.002, -0.006], [-0.047, -0.002, -0.024], [-0.006, 0.020, 0.003], [-0.034, -0.016, 0.009], [0.001, -0.003, -0.018], [0.056, 0.065, 0.010], [-0.018, -0.007, -0.003], [0.075, -0.002, -0.107], [-0.066, 0.021, -0.023], [-0.131, -0.117, 0.191], [-0.004, 0.009, 0.014], [-0.014, -0.006, 0.001], [-0.038, -0.012, 0.001], [0.002, 0.004, -0.020], [0.023, -0.002, 0.005], [-0.014, -0.019, 0.015], [0.023, -0.017, 0.007], [0.004, -0.001, 0.004], [0.004, 0.001, -0.004], [-0.015, 0.028, 0.010], [0.011, 0.015, -0.006], [0.009, -0.027, 0.002], [-0.003, 0.000, 0.014], [0.000, 0.001, -0.007], [0.007, -0.011, 0.000], [-0.005, 0.018, 0.013], [0.017, 0.009, 0.010], [-0.003, 0.023, 0.000], [-0.043, 0.025, 0.010], [-0.014, 0.010, -0.004], [-0.004, 0.010, 0.008], [0.030, 0.014, -0.001], [-0.008, -0.003, -0.006], [0.003, 0.001, 0.000], [0.022, 0.005, 0.009], [0.004, 0.008, 0.010], [-0.008, 0.003, -0.008], [-0.007, 0.005, 0.010], [-0.001, -0.002, -0.002], [-0.013, -0.006, 0.003], [0.005, 0.001, 0.002], [0.014, -0.023, -0.012], [0.014, 0.005, -0.002], [0.029, 0.014, -0.022], [0.016, -0.059, -0.037], [-0.028, 0.008, -0.018], [-0.005, -0.002, 0.001], [-0.003, -0.002, 0.000], [-0.062, 0.001, 0.070], [0.063, 0.030, -0.004], [0.011, 0.023, -0.006], [0.005, -0.002, -0.009], [0.019, 0.002, 0.002]],
  "lowdin_spin": [0.0120, 2.7600, 0.0264, 0.0059, -0.0043, 0.0000, -0.0001, -0.0003, -0.0012, 0.0003, 0.0026, 0.0002, 0.0000, -0.0002, 0.0048, -0.0001, -0.0003, 0.0071, -0.0032, 0.0026, 0.0046, -0.0002, 0.0717, 0.0000, 0.0003, 0.0005, 0.0363, 0.0003, -0.0097, 0.0002, 0.0002, 0.0040, 0.0119, 0.0005, 0.0004, -0.0002, -0.0004, 0.0006, 0.0007, -0.0006, 0.0048, 0.0000, 0.0078, 0.0034, 0.0375, -0.0005, 0.0000, 0.0009, 0.0004, 0.0000, 0.0000, -0.0001, 0.0000, 0.0000, 0.0003, -0.0001, 0.0000, 0.0001, 0.0000, -0.0006, -0.0003, 0.0000, 0.0000, 0.0000, -0.0001, -0.0006, 0.0001, 0.0001, 0.0000, -0.0002, -0.0001, -0.0002, 0.0030, 0.0000, 0.0000, 0.0000, 0.0004, 0.0000, 0.0000, 0.0033, 0.0000, 0.0000, 0.0000, 0.0068, 0.0028, 0.0001, 0.0000, -0.0021],
  "multiplicity": 4,
  "e_above_lowest_ev": 1.0511,
  "s2": 3.800,
  "gap_ev": [7.29, 7.01],
  "e_tot_ev": -164651.9845,
  "charge": 1,
  "largest_force_ev_per_a": 0.54
}